--- a ---
2 unconnected molecules or ions with the total composition C9H16NO, computed with ωB97M-V/def2-TZVPD.

CARTESIAN COORDINATES (ANGSTROEM)
1 C -0.490 -1.486 -2.072
2 C 0.584 -1.647 -0.987
3 N -1.133 -0.155 -2.221
4 H -0.124 -1.840 -3.034
5 H -1.203 -2.278 -1.845
6 H 0.137 -2.125 -0.117
7 H 1.048 -0.757 -0.566
8 H -1.284 0.071 -3.202
9 H -2.088 -0.001 -1.870
10 H -0.593 0.553 -1.685
11 H 1.340 -2.311 -1.399
12 C 2.364 0.100 2.223
13 C -1.271 1.097 0.326
14 C -0.136 1.793 -0.025
15 C -1.302 0.147 1.341
16 C 1.075 1.531 0.635
17 C -0.146 0.013 2.089
18 C 1.045 0.636 1.699
19 O -2.458 1.394 -0.374
20 H -0.191 2.593 -0.757
21 H -2.955 2.007 0.157
22 H -2.232 -0.354 1.570
23 H 1.957 2.053 0.293
24 H 0.023 -0.699 2.889
25 H 2.238 -0.120 3.268
26 H 3.270 0.633 1.952
27 H 2.526 -0.847 1.714

Calculated values
net charge: +1
HOMO energy: -12.64 eV
spin multiplicity: 1
orbital gap: 9.6800 eV

--- b ---
A gas-phase ion, C9H16NO (charge +1), computed with ωB97M-V/def2-TZVPD.

CARTESIAN COORDINATES (ANGSTROEM)
1 C -0.288 -1.762 0.052
2 C -1.035 -1.499 1.273
3 C -0.430 0.314 2.765
4 C 1.130 -1.091 -4.108
5 C -1.514 1.971 1.597
6 C 0.495 2.541 2.978
7 C 0.419 -1.693 -2.821
8 C 1.408 -1.346 -1.652
9 C -0.774 1.712 2.899
10 N 0.846 -1.301 -0.337
11 O -0.736 -0.550 2.031
12 H -0.881 -2.485 -0.527
13 H -1.891 -2.048 1.500
14 H 0.498 -1.114 -4.990
15 H 2.023 -1.722 -4.376
16 H 1.337 -0.098 -3.839
17 H -1.868 2.958 1.404
18 H -2.529 1.440 1.533
19 H -0.985 1.817 0.640
20 H 0.355 3.512 3.543
21 H 0.789 2.885 1.977
22 H 1.363 2.051 3.454
23 H -0.548 -1.171 -2.549
24 H 0.093 -2.698 -2.934
25 H 1.669 -0.375 -1.830
26 H 2.326 -1.978 -1.524
27 H -1.269 1.727 3.841

Calculated values
net charge: +1
HOMO energy (spin up / spin down): -12.87 / -13.04 eV
spin multiplicity: 1
orbital gap (spin up / spin down): 7.5466 / 7.8922 eV

--- c ---
2 unconnected molecules or ions with the total composition C9H16NO, computed with ωB97M-V/def2-TZVPD.

CARTESIAN COORDINATES (ANGSTROEM)
1 C 2.032 1.517 -0.742
2 C 2.181 1.093 -2.184
3 N 2.279 0.355 0.176
4 H 2.791 2.252 -0.457
5 H 1.100 2.013 -0.502
6 H 1.893 0.043 -2.342
7 H 3.198 1.175 -2.568
8 H 1.499 -0.322 0.203
9 H 3.107 -0.153 -0.155
10 H 2.539 0.636 1.122
11 H 1.521 1.637 -2.844
12 C -3.114 -0.472 -1.235
13 C -0.517 0.511 1.357
14 C -0.274 -0.728 1.935
15 C -1.421 0.566 0.292
16 C -2.115 -0.564 -0.113
17 C -1.029 -1.849 1.627
18 C -1.972 -1.747 0.608
19 O 0.884 -0.806 2.711
20 H -0.064 1.389 1.789
21 H -1.575 1.517 -0.201
22 H -0.865 -2.743 2.215
23 H 0.764 -1.401 3.472
24 H -2.823 -0.928 -2.185
25 H -3.363 0.572 -1.437
26 H -2.612 -2.586 0.412
27 H -4.044 -0.976 -0.954

Calculated values
net charge: +1
HOMO energy: -12.02 eV
spin multiplicity: 1
orbital gap: 8.9432 eV

Most stable structure among those shown: c. Next: +0.0185 hartree.